# 1
# C4H10OS2

C4H10OS2 as an isolated structure at a distorted geometry (the ωB97M-V functional and the def2-TZVPD basis, the Open Molecules 2025 dataset).

Structure (ORCA input):
```
! RIJCOSX wB97M-V def2-TZVPD def2/J DEFGRID3
* xyz 0 1
C -1.50463 1.07846 0.39534
C -1.54633 -1.29369 -0.66613
C 2.32233 1.01799 0.59198
C -0.67042 -0.05215 -0.17627
O 1.38676 -1.59086 -0.03248
S 3.30295 0.38581 -0.61820
S 0.61479 -0.54290 0.96026
H -0.81505 1.97940 0.37867
H -2.38820 1.05445 -0.21446
H -1.76776 0.76187 1.43365
H -2.15017 -1.07477 -1.47904
H -2.15615 -1.58276 0.21825
H -0.83114 -2.17992 -0.85859
H 1.49177 1.68099 0.16925
H 2.66590 1.19555 1.53516
H -0.06574 0.28427 -1.00858
H 2.11109 -1.12176 -0.62881
*
```

Results
energy relative to the best compared isomer or geometry (same formula, charge and spin) = 271.5 kJ/mol
lowest unoccupied orbital energy = 0.11 eV
E_tot = -1029.92835 a.u.
HOMO level = -8.297 eV

# 2
# C2H9N2O

An isolated ion of composition C2H9N2O and charge +1 at a distorted geometry (the ωB97M-V functional and the def2-TZVPD basis, the Open Molecules 2025 dataset).

Structure (ORCA input):
```
! RIJCOSX wB97M-V def2-TZVPD def2/J DEFGRID3
* xyz 1 1
N -0.25324 1.76865 -0.20609
C -0.99169 0.56784 0.29860
N -0.55404 -0.63802 -0.10035
C 0.64480 -1.34999 0.30622
O 1.28315 -1.91333 -0.78793
H -0.60428 2.62475 0.14797
H 0.79835 1.87670 -0.11542
H -0.44121 1.90474 -1.30347
H -0.83195 0.61099 1.36986
H -1.94055 0.88370 -0.08983
H -0.86550 -0.91788 -1.03095
H 0.43154 -2.27017 1.01353
H 1.27723 -0.68928 0.95354
H 2.04740 -2.45869 -0.45570
*
```

Results
SMILES = [NH3+]CNCO
energy relative to the best compared isomer or geometry (same formula, charge and spin) = 259.4 kJ/mol
lowest unoccupied orbital energy = -3.91 eV
E_tot = -266.05286 a.u.
HOMO level = -13.655 eV

# 3
# C10H14BrF3IN2O2P

One molecule with the formula C10H14BrF3IN2O2P at a distorted geometry (the ωB97M-V functional and the def2-TZVPD basis, the Open Molecules 2025 dataset).

Structure (ORCA input):
```
! RIJCOSX wB97M-V def2-TZVPD def2/J DEFGRID3
* xyz 0 1
C -2.84119 3.00641 -1.67022
N -1.36790 3.05587 -1.73115
C -0.78576 1.83901 -2.27387
C -0.72719 0.65971 -1.28169
C -1.08942 -0.72402 -1.80758
O -1.48745 -1.06324 -2.88320
N -0.80325 -1.60786 -0.72229
C 0.08189 -0.95596 0.22238
I -0.94513 -0.13512 1.97271
C 1.22821 -1.82727 0.71386
C 0.89202 -2.91704 1.76572
C 1.58540 -2.64251 3.05268
F 2.94874 -2.72160 2.98092
C 1.00711 -2.29645 4.24164
F 0.29333 -3.14807 4.95944
F 1.03107 -1.12085 4.83322
C 0.59927 0.23365 -0.61303
P 1.73703 1.42918 0.22109
O 1.15394 2.85285 -0.31114
Br 3.59395 1.12127 -1.04238
H -3.25330 4.00760 -1.79180
H -3.19686 2.65803 -0.69160
H -3.23476 2.32228 -2.41892
H -1.05813 3.20020 -0.78055
H -1.36167 1.51840 -3.14114
H 0.23835 2.06206 -2.57793
H -1.57091 0.83178 -0.60167
H -0.42197 -2.44576 -1.15359
H 1.68070 -2.33877 -0.13986
H 2.00610 -1.18372 1.12963
H 1.27766 -3.87015 1.38125
H -0.17570 -3.07854 1.90618
H 1.13090 -0.25856 -1.43605
H 1.83490 3.53719 -0.31105
*
```

Results
SMILES = CNC[C@H]1C(=O)N[C@@](I)(CCC(F)=C(F)F)[C@@H]1P(O)Br
lowest unoccupied orbital energy = -0.40 eV
E_tot = -4162.01515 a.u.
HOMO level = -8.382 eV

# 4
# C6H11NO

One molecule with the formula C6H11NO at a distorted geometry (the ωB97M-V functional and the def2-TZVPD basis, the Open Molecules 2025 dataset).

Structure (ORCA input):
```
! RIJCOSX wB97M-V def2-TZVPD def2/J DEFGRID3
* xyz 0 1
N -1.92623 -0.61410 0.15083
C -0.61217 -0.69227 -0.43759
C -0.31954 0.59717 -1.22904
C -0.00349 1.59604 -0.06820
C 0.61631 0.61417 1.12551
C 0.78140 -0.63792 0.35378
O 1.84354 -0.50211 -0.54837
C 0.15057 -1.89915 -0.05880
H -1.89001 -0.71090 1.16304
H -2.47437 0.17891 -0.13710
H 0.54075 0.59073 -1.94198
H -1.23317 0.89753 -1.74254
H 0.78840 2.29120 -0.29729
H -0.86920 2.15119 0.28928
H -0.02255 0.59871 2.00566
H 1.60453 0.83502 1.43904
H 2.65916 -0.32364 -0.06930
H -0.33894 -2.41580 0.73518
H 0.70502 -2.55477 -0.73211
*
```

Results
SMILES = N[C@@]12CCC[C@@]1(O)C2
energy relative to the best compared isomer or geometry (same formula, charge and spin) = 416.7 kJ/mol
lowest unoccupied orbital energy = 0.86 eV
E_tot = -365.07275 a.u.
HOMO level = -7.237 eV

# 5
# C3H12N2O2

A 3-piece molecular cluster, C3H12N2O2 overall at a distorted geometry (the ωB97M-V functional and the def2-TZVPD basis, the Open Molecules 2025 dataset).

Structure (ORCA input):
```
! RIJCOSX wB97M-V def2-TZVPD def2/J DEFGRID3
* xyz 0 1
C -1.03406 1.65766 0.71612
C 0.15967 0.74925 0.82415
N 0.13185 -0.15889 1.88129
C 1.12808 0.84737 -0.09386
N 2.19878 -0.05143 -0.35223
H -1.93637 1.03464 0.72900
H -1.10171 2.28419 1.60927
H -0.99838 2.25121 -0.18932
H -0.24442 0.17891 2.75175
H 1.00864 -0.62677 2.06669
H 1.01169 1.51916 -0.94225
H 2.24702 -0.94266 0.11610
H 2.26167 -0.25054 -1.33949
O -2.30340 -0.17684 -2.14859
H -2.07003 0.42269 -1.42999
H -2.52009 -0.96906 -1.64796
O 0.94857 -2.69565 -1.14762
H 0.95076 -1.92638 -0.55891
H 0.16174 -3.14689 -0.84416
*
```

Results
SMILES = C/C(N)=C/N.O.O
energy relative to the best compared isomer or geometry (same formula, charge and spin) = 135.9 kJ/mol
lowest unoccupied orbital energy = 0.57 eV
E_tot = -381.46317 a.u.
HOMO level = -7.637 eV

# 6
# C2HClO

One molecule with the formula C2HClO at a distorted geometry (the ωB97M-V functional and the def2-TZVPD basis, the Open Molecules 2025 dataset).

Structure (ORCA input):
```
! RIJCOSX wB97M-V def2-TZVPD def2/J DEFGRID3
* xyz 0 1
O 1.44233 0.48882 0.04341
C 0.15727 0.22654 -0.15583
C -0.97493 -0.14069 0.03739
Cl -2.61924 -0.30746 -0.00647
H 1.99457 -0.26720 0.08150
*
```

Results
SMILES = OC#CCl
energy relative to the best compared isomer or geometry (same formula, charge and spin) = 158.7 kJ/mol
lowest unoccupied orbital energy = 0.44 eV
E_tot = -612.13454 a.u.
HOMO level = -9.376 eV

# 7
# C29H30Br5N3O6SSn

C29H30Br5N3O6SSn as an isolated structure at a distorted geometry (the ωB97M-V functional and the def2-TZVPD basis, the Open Molecules 2025 dataset).

Structure (ORCA input):
```
! RIJCOSX wB97M-V def2-TZVPD def2/J DEFGRID3
* xyz -2 1
Sn -0.38643 -0.02350 0.15611
C -1.19380 -3.11580 -1.47336
N -1.18950 -1.72920 -1.93020
C -0.41350 -1.62199 -3.15989
C -2.55459 -1.26096 -2.16051
C -3.32279 -1.07680 -0.87449
C -4.63410 -1.53260 -0.78186
C -5.38776 -1.26866 0.35576
C -4.81538 -0.53689 1.38663
C -3.49404 -0.10883 1.28616
C -2.70547 -0.36916 0.16166
H -1.76375 -3.76179 -2.16444
H -1.62521 -3.17225 -0.47707
H -0.16564 -3.47424 -1.42016
H -0.80471 -2.28844 -3.94902
H 0.62798 -1.87051 -2.96393
H -0.43960 -0.59872 -3.52658
H -3.08841 -1.94394 -2.84576
H -2.48468 -0.28681 -2.65384
H -5.07608 -2.10314 -1.59451
H -6.41050 -1.62291 0.43239
H -5.39723 -0.30843 2.27500
H -3.06035 0.42592 2.12446
Br 1.92160 3.08545 -6.23871
C 0.97800 2.71966 -4.63180
C -0.08790 3.50968 -4.23975
Br -0.61400 5.00254 -5.28839
C -0.76170 3.20925 -3.03929
Br -2.22826 4.26452 -2.44466
C -0.39644 2.15584 -2.19319
O -1.01114 1.88718 -1.08619
C 0.74124 1.34660 -2.58645
O 1.12330 0.40115 -1.80549
C 1.36506 1.64453 -3.80906
Br 2.81233 0.50496 -4.28687
O 3.18920 1.20103 1.54582
C 2.77068 2.41862 2.14230
C 2.46757 2.26808 3.63180
C 1.17118 1.50053 3.92502
C -0.09498 2.18069 3.48547
C -0.97238 2.71044 4.42911
C -2.15808 3.29424 4.01357
C -2.43918 3.34171 2.65992
C -1.51114 2.80201 1.77945
N -0.36535 2.24141 2.17483
H 2.43077 0.59769 1.51281
H 1.89785 2.82870 1.63193
H 3.60234 3.11747 2.02142
H 2.42996 3.26556 4.08787
H 3.29617 1.71949 4.08984
H 1.09933 1.30713 4.99852
H 1.21376 0.53351 3.42482
H -0.73542 2.63948 5.48428
H -2.86164 3.68266 4.74152
H -3.36077 3.76833 2.28660
H -1.68911 2.79641 0.70684
Br 1.29148 -4.73874 1.19190
C 2.54898 -3.73868 0.16491
C 3.78804 -4.30840 -0.09874
C 4.67666 -3.56269 -0.85739
C 4.30145 -2.29763 -1.28830
C 3.03832 -1.82874 -0.95583
N 2.16478 -2.56160 -0.25673
H 4.02861 -5.29892 0.25972
H 5.65293 -3.96338 -1.10502
H 4.95984 -1.68643 -1.89141
H 2.68317 -0.84883 -1.26569
C -0.30991 -3.00802 4.01920
S -0.22317 -1.85379 2.63937
O -0.97522 -0.69005 3.10029
O -0.84291 -2.54424 1.51699
O 1.20049 -1.57791 2.46357
H -1.26628 -3.52318 3.92925
H -0.27174 -2.42404 4.93711
H 0.52228 -3.70505 3.95030
*
```

Results
energy relative to the best compared isomer or geometry (same formula, charge and spin) = 0.0 kJ/mol
lowest unoccupied orbital energy = 4.10 eV
E_tot = -15221.45174 a.u.
HOMO level = -1.529 eV